{
  "formula": "C21H24N2O2",
  "method": "ωB97M-V with the def2-TZVPD basis set",
  "smiles": "Cc1ccc(CN2C(=O)CC[C@@H]2C(=O)NCCc2ccccc2)cc1",
  "total_charge": 0,
  "relative_energy_kcal_mol": 3.88,
  "e_homo_ev": -8.99,
  "symbols": ["C", "C", "C", "C", "C", "C", "N", "C", "O", "C", "C", "C", "C", "O", "N", "C", "C", "C", "C", "C", "C", "C", "C", "C", "C", "H", "H", "H", "H", "H", "H", "H", "H", "H", "H", "H", "H", "H", "H", "H", "H", "H", "H", "H", "H", "H", "H", "H", "H"],
  "coordinates": [[1.33663, 4.45697, 0.52597], [1.69092, 3.05867, 0.12015], [1.31609, 2.55854, -1.12130], [1.65108, 1.26942, -1.49497], [2.37431, 0.45206, -0.63632], [2.68348, -0.96776, -1.03452], [1.62319, -1.87716, -0.65107], [0.65669, -2.28475, -1.50177], [0.54007, -1.92663, -2.65291], [-0.24637, -3.25542, -0.75267], [0.49490, -3.54453, 0.55306], [1.49932, -2.38238, 0.69402], [0.97407, -1.33554, 1.69545], [1.43718, -1.22680, 2.81129], [-0.05667, -0.61690, 1.22938], [-0.76449, 0.37263, 2.00853], [-1.45688, 1.37569, 1.08022], [-2.36507, 0.64273, 0.13214], [-3.63096, 0.23402, 0.53398], [-4.42794, -0.51952, -0.30937], [-3.96493, -0.88593, -1.56269], [-2.70786, -0.47992, -1.97615], [-1.91653, 0.28337, -1.13431], [2.76046, 0.95093, 0.60068], [2.41932, 2.23772, 0.97312], [0.47504, 4.81898, -0.03038], [1.11807, 4.50715, 1.59057], [2.17428, 5.12543, 0.32475], [0.75307, 3.18363, -1.80051], [1.35260, 0.88811, -2.46122], [2.77335, -1.04023, -2.12211], [3.61294, -1.30555, -0.56609], [-0.41206, -4.14675, -1.35601], [-1.21839, -2.78394, -0.59166], [-0.17156, -3.59947, 1.41244], [1.03435, -4.48905, 0.48173], [2.47115, -2.72296, 1.06928], [-0.38838, -0.76208, 0.28721], [-0.04248, 0.86955, 2.66162], [-1.51166, -0.12515, 2.64027], [-0.69915, 1.92791, 0.52315], [-2.02565, 2.07800, 1.69096], [-3.99354, 0.51009, 1.51410], [-5.41164, -0.82718, 0.01421], [-4.58412, -1.48293, -2.21553], [-2.33130, -0.76375, -2.94708], [-0.94251, 0.60985, -1.47067], [3.32574, 0.33025, 1.28015], [2.72186, 2.61059, 1.94090]],
  "forces_ev_per_a": [[0.0767, 0.0209, -0.0242], [-0.0196, -0.0268, -0.0182], [0.0410, 0.0201, 0.0481], [0.1005, -0.0335, -0.0026], [0.1468, 0.0471, -0.0593], [-0.0541, 0.1090, -0.1717], [0.3405, -0.1324, 0.2394], [-0.3368, -0.3946, -0.0094], [-0.0673, 0.1763, -0.4205], [-0.0050, -0.0625, -0.0172], [-0.0493, -0.0759, 0.0035], [0.1303, 0.0183, 0.4059], [0.0904, -0.2961, -0.4821], [0.1638, -0.0127, 0.4340], [-0.3538, 0.1832, -0.1344], [0.0502, 0.0970, 0.2513], [0.0508, -0.2146, 0.0996], [0.0019, 0.1694, -0.0469], [-0.0046, -0.0049, -0.0200], [-0.0636, -0.0367, 0.0677], [-0.0288, -0.0464, -0.0963], [-0.0271, -0.0933, -0.0790], [-0.0675, 0.0876, -0.0157], [0.0577, 0.0100, -0.1554], [-0.0539, 0.0258, -0.0194], [-0.0573, 0.0637, 0.0007], [-0.0389, 0.0620, 0.0626], [-0.0026, 0.1097, 0.0189], [-0.0648, 0.0709, -0.0604], [-0.0399, -0.0668, -0.1148], [0.0651, -0.0129, 0.1435], [-0.0583, 0.0013, -0.0655], [-0.0204, 0.0784, -0.0513], [-0.0041, 0.0377, -0.0499], [0.0521, -0.0327, 0.0136], [0.0106, 0.0444, 0.0207], [-0.1495, 0.1092, 0.0086], [0.1532, -0.0586, 0.0668], [-0.0905, -0.0347, -0.0259], [0.0657, 0.1229, 0.0205], [-0.0204, 0.0236, 0.0390], [0.0156, 0.0311, 0.0010], [-0.0401, 0.0349, 0.1153], [-0.0810, -0.0233, 0.0247], [-0.0546, -0.0431, -0.0598], [0.0414, -0.0340, -0.0991], [0.1151, 0.0299, -0.0108], [0.0589, -0.0929, 0.0990], [0.0256, 0.0449, 0.1251]],
  "lowdin_charge": [-0.050, -0.298, -0.055, -0.042, -0.205, -0.073, -0.014, -0.471, 0.065, -0.065, -0.093, -0.179, -0.479, 0.069, 0.105, -0.147, -0.117, -0.238, -0.042, -0.082, -0.090, -0.076, -0.055, -0.035, -0.035, 0.076, 0.078, 0.084, 0.116, 0.116, 0.132, 0.134, 0.124, 0.113, 0.122, 0.117, 0.157, 0.106, 0.123, 0.128, 0.096, 0.122, 0.114, 0.102, 0.101, 0.108, 0.097, 0.118, 0.117]
}

{
  "formula": "C16H16N6O3",
  "method": "ωB97M-V with the def2-TZVPD basis set",
  "smiles": "COCc1cccc(CNC(=O)c2nc(N)nc(-c3ccco3)n2)n1",
  "total_charge": 0,
  "relative_energy_kcal_mol": 3.12,
  "e_homo_ev": -8.65,
  "symbols": ["C", "O", "C", "C", "C", "C", "C", "C", "C", "N", "C", "O", "C", "N", "C", "N", "N", "C", "C", "C", "C", "C", "O", "N", "N", "H", "H", "H", "H", "H", "H", "H", "H", "H", "H", "H", "H", "H", "H", "H", "H"],
  "coordinates": [[0.12291, 2.75075, -2.86501], [1.35376, 3.24920, -2.96517], [2.49409, 2.33236, -3.05128], [2.97112, 1.79409, -1.70978], [3.18939, 2.65173, -0.67060], [3.50346, 2.17218, 0.56489], [3.47433, 0.72185, 0.74642], [3.09811, -0.04696, -0.37092], [3.25500, -1.52458, -0.22218], [1.96547, -2.09983, -0.40986], [1.14251, -2.17708, 0.64861], [1.55184, -2.20592, 1.81230], [-0.36875, -1.78424, 0.50581], [-0.92389, -1.74231, -0.64643], [-2.23108, -1.41609, -0.72393], [-2.71923, -1.60385, -1.94115], [-3.00489, -1.36060, 0.29044], [-2.44405, -1.28765, 1.46626], [-3.40017, -0.96275, 2.66341], [-4.79277, -0.76234, 2.50845], [-5.35896, -0.72577, 3.76561], [-4.32497, -0.99087, 4.63490], [-3.13473, -1.00971, 3.99203], [-1.09174, -1.59235, 1.67892], [2.84436, 0.52293, -1.50080], [-0.55329, 3.18591, -3.56773], [0.08987, 1.63683, -3.05335], [-0.25536, 3.06040, -1.84398], [2.24506, 1.48188, -3.67044], [3.36973, 2.76707, -3.52564], [3.39746, 3.69781, -0.75715], [3.62463, 2.96123, 1.37799], [3.83721, 0.31905, 1.70486], [3.87554, -2.07811, -0.94704], [3.69034, -1.84701, 0.73267], [1.39296, -1.84648, -1.25419], [-3.69448, -1.79184, -1.96559], [-2.04157, -2.05260, -2.53118], [-5.29000, -0.84281, 1.50353], [-6.40685, -0.55859, 3.91315], [-4.45235, -0.99494, 5.68315]],
  "forces_ev_per_a": [[-2.2730, -2.0254, 1.8385], [5.0798, 0.8474, -0.9404], [-0.4836, -0.0880, 0.2533], [-2.3624, 1.1331, -0.6649], [1.7007, 1.1603, 0.7848], [-0.7198, -1.8103, 1.8235], [0.3152, 2.5783, 0.1202], [3.0593, 0.6926, 3.4343], [0.5518, -1.3666, -0.9230], [-3.4155, -0.7882, -1.4343], [-0.3866, 1.8208, 3.4778], [-0.2496, -0.6169, -1.3541], [-1.3397, -0.8946, 2.8518], [1.1058, 1.1135, -1.9251], [2.0705, -2.9684, -0.4167], [-0.2263, 0.7675, -1.0148], [-2.6894, 1.7856, 1.1623], [2.8550, -0.6612, 3.2752], [-1.4348, -0.1489, -2.2747], [2.1890, -0.8065, -2.9491], [0.5223, -0.5505, 0.5849], [-1.3814, 1.4684, -1.0735], [0.1902, -0.9682, 0.1085], [-1.2225, 0.9386, -1.0514], [-0.5918, -1.8202, -2.5462], [-0.3999, 0.5168, -0.7800], [-0.1321, 0.8928, 0.5832], [-0.1192, -0.9790, -0.7967], [-0.3468, -0.3273, -0.1390], [-0.3699, 0.9448, -0.2186], [-0.5959, 0.5967, -0.7331], [0.2517, -1.6458, -0.8694], [-0.5737, -0.0952, -0.6287], [0.2471, 1.1009, -0.1989], [-0.6133, 0.4656, -0.0446], [1.3393, -0.2178, 0.7759], [-0.5391, -0.1612, -0.5118], [-0.4191, -0.0612, -0.4871], [0.5932, 0.4874, 1.3552], [-0.1320, -0.1617, 0.6113], [0.9466, -0.1480, 0.9352]],
  "lowdin_charge": [-0.179, -0.176, -0.106, -0.267, -0.050, -0.032, 0.032, -0.284, -0.140, 0.052, -0.400, 0.051, -0.222, 0.165, -0.468, 0.167, 0.176, -0.188, -0.157, -0.045, -0.074, -0.095, 0.059, 0.192, 0.163, 0.068, 0.106, 0.107, 0.110, 0.122, 0.115, 0.131, 0.116, 0.132, 0.126, 0.147, 0.102, 0.106, 0.125, 0.104, 0.112]
}

{
  "formula": "C5H6N",
  "method": "ωB97M-V with the def2-TZVPD basis set",
  "smiles": "C#C/C=C\\C=[NH2+]",
  "total_charge": 1,
  "relative_energy_kcal_mol": 66.07,
  "e_homo_ev": -14.46,
  "symbols": ["C", "C", "C", "C", "C", "N", "H", "H", "H", "H", "H", "H"],
  "coordinates": [[-1.42244, -1.34391, 0.18451], [-1.57225, -0.16531, -0.03922], [-1.11846, 1.14552, -0.16558], [0.21586, 1.32677, 0.01313], [1.13245, 0.27047, 0.23268], [1.18692, -0.91342, -0.28506], [-1.63485, -2.36608, 0.34392], [-1.81780, 1.96065, -0.27385], [0.60722, 2.32833, 0.13067], [1.98673, 0.53776, 0.85548], [1.94597, -1.54417, -0.04701], [0.49066, -1.23661, -0.94967]],
  "forces_ev_per_a": [[-1.8543, 0.3678, -0.1304], [0.2437, -1.3579, 0.0244], [0.6548, 0.5084, 0.1676], [-1.0852, 0.5677, -0.3559], [1.6152, 0.1244, 0.0356], [0.1328, 0.1822, 0.1132], [0.1374, -0.5787, 0.0710], [0.0820, 0.1986, 0.0435], [0.0775, -0.0059, -0.0336], [-0.0568, -0.1994, -0.0179], [-0.0697, 0.1488, -0.0752], [0.1225, 0.0440, 0.1578]],
  "lowdin_charge": [0.169, -0.077, -0.013, -0.031, -0.054, 0.218, 0.068, 0.134, 0.133, 0.159, 0.162, 0.133]
}

{
  "formula": "C31H37BrFeIN8O5P",
  "method": "ωB97M-V with the def2-TZVPD basis set",
  "s_squared": 8.759,
  "total_charge": 1,
  "spin_multiplicity": 6,
  "relative_energy_kcal_mol": 0.00,
  "e_homo_ev": [-9.67, -9.67],
  "symbols": ["Fe", "O", "C", "O", "C", "C", "C", "N", "C", "C", "C", "O", "O", "H", "H", "H", "N", "C", "C", "N", "C", "C", "N", "C", "C", "N", "H", "H", "H", "H", "H", "H", "O", "P", "N", "C", "C", "C", "C", "N", "C", "C", "C", "C", "N", "C", "C", "C", "C", "H", "H", "H", "H", "H", "H", "H", "H", "H", "H", "H", "H", "H", "H", "H", "H", "H", "H", "H", "H", "H", "H", "H", "H", "Br", "C", "C", "C", "C", "C", "C", "I", "H", "H", "H", "H"],
  "coordinates": [[1.03610, -0.92527, -0.29376], [-4.88114, -3.58041, -2.96647], [-4.60524, -3.48386, -1.76520], [-5.27918, -3.50480, -0.72698], [-3.13786, -3.03368, -1.51117], [-2.33681, -2.60455, -2.56231], [-1.08489, -2.08968, -2.29325], [-0.62021, -1.99933, -1.04491], [-1.36944, -2.45315, -0.02627], [-2.62159, -2.98506, -0.21851], [-0.74161, -2.25853, 1.32777], [-1.32766, -2.41540, 2.36543], [0.53651, -1.86651, 1.25763], [-2.73550, -2.67328, -3.56683], [-0.44106, -1.70916, -3.07960], [-3.23273, -3.32539, 0.60713], [3.48607, -2.34762, -3.42921], [2.98049, -3.59598, -3.13090], [2.10199, -3.41482, -2.10928], [2.07452, -2.08137, -1.78326], [2.90904, -1.46808, -2.59414], [3.03592, -0.03477, -2.43330], [2.33509, 0.52093, -1.46561], [2.60302, 1.86608, -1.51576], [3.47874, 2.11171, -2.52839], [3.74305, 0.89026, -3.10666], [4.17156, -2.15416, -4.13967], [3.28389, -4.47798, -3.66587], [1.49308, -4.13962, -1.59711], [2.15499, 2.56303, -0.82930], [3.92848, 3.02120, -2.88475], [4.35725, 0.73856, -3.88901], [-0.19029, 0.54215, -0.17417], [-1.15801, 1.70534, 0.06862], [-2.47938, 1.28221, 0.92131], [-2.33283, 1.08192, 2.38621], [-3.73997, 0.69242, 2.81224], [-4.21563, -0.18000, 1.65554], [-3.64778, 0.50788, 0.41270], [-0.33065, 2.83319, 0.90526], [-0.95466, 4.12809, 1.26337], [-0.18014, 4.58178, 2.50285], [1.16698, 3.87209, 2.37148], [0.77639, 2.50652, 1.82311], [-1.65088, 2.38537, -1.34098], [-0.70756, 3.24241, -2.09278], [-0.47955, 2.48951, -3.39437], [-1.87885, 1.95764, -3.69109], [-2.41420, 1.54921, -2.31500], [-1.98766, 2.00344, 2.85740], [-1.62657, 0.27836, 2.61546], [-4.35939, 1.58708, 2.90238], [-3.74374, 0.17071, 3.76738], [-5.29753, -0.27597, 1.59751], [-3.80016, -1.18132, 1.75474], [-4.36715, 1.19500, -0.03356], [-3.35667, -0.22531, -0.33855], [-2.02128, 4.00440, 1.45853], [-0.84447, 4.83266, 0.43606], [-0.68866, 4.24760, 3.40890], [-0.09078, 5.66494, 2.55319], [1.70430, 3.79558, 3.31495], [1.80618, 4.39657, 1.65674], [0.44594, 1.84488, 2.63124], [1.58657, 2.00204, 1.29968], [0.19573, 3.42450, -1.51394], [-1.18134, 4.20795, -2.28773], [0.21737, 1.66229, -3.22248], [-0.08228, 3.12337, -4.18615], [-1.89534, 1.12341, -4.39028], [-2.49401, 2.75414, -4.11206], [-2.22621, 0.48838, -2.13559], [-3.48329, 1.72466, -2.22006], [6.46561, -2.45510, 1.84212], [4.94174, -2.74445, 2.91936], [5.04768, -3.64507, 3.96942], [3.95371, -3.89140, 4.78311], [2.75195, -3.23882, 4.55696], [2.63595, -2.33302, 3.51434], [3.73163, -2.09637, 2.69873], [3.55478, -0.70706, 1.13123], [5.98876, -4.14829, 4.14122], [4.04643, -4.59683, 5.59760], [1.89573, -3.42973, 5.18925], [1.69859, -1.83025, 3.32809]],
  "forces_ev_per_a": [[-0.7929, -0.0389, -0.4018], [-0.0310, -0.3422, -0.0850], [-0.0893, 0.9338, -0.0921], [-0.0265, -0.3226, 0.1114], [0.1269, -0.3119, 0.0570], [0.0104, 0.0185, -0.0322], [-0.0416, 0.1262, -0.0173], [0.1748, -0.0938, 0.0522], [0.0091, 0.0376, 0.0994], [-0.0510, 0.0789, 0.0478], [0.0501, -0.0241, 0.0993], [0.0615, -0.0091, -0.1419], [-0.0035, 0.0884, -0.0924], [0.0045, -0.0080, 0.0085], [0.0278, -0.0260, 0.0017], [0.0053, 0.0053, 0.0120], [-0.0271, -0.0393, 0.0104], [0.0096, 0.0113, -0.0170], [0.0294, 0.0218, 0.0157], [-0.0359, -0.2332, 0.1564], [0.0848, 0.0194, -0.0208], [0.0541, -0.0167, -0.0805], [-0.0327, 0.0896, 0.0102], [0.0417, 0.0413, 0.0004], [-0.0236, 0.0153, 0.0311], [-0.0339, -0.0194, 0.0560], [0.0040, 0.0049, -0.0286], [0.0024, 0.0087, 0.0012], [0.0037, 0.0046, 0.0031], [-0.0110, -0.0125, 0.0275], [-0.0034, -0.0049, 0.0038], [0.0096, -0.0118, -0.0218], [0.4314, 0.0624, 0.1355], [-0.1927, -0.0220, 0.0510], [0.0932, -0.1726, -0.0001], [-0.0564, 0.0618, -0.0475], [-0.0104, 0.0117, 0.0106], [-0.0239, 0.0299, -0.0185], [0.0059, 0.0595, 0.0158], [0.0263, 0.0622, -0.0162], [-0.0051, -0.0264, 0.0092], [0.0028, 0.0129, -0.0063], [0.0055, 0.0004, 0.0166], [-0.0390, 0.0024, 0.0375], [0.0125, -0.0269, -0.0385], [-0.0272, 0.0164, 0.0178], [-0.0091, -0.0153, 0.0032], [-0.0151, 0.0088, -0.0058], [0.0032, 0.0138, 0.0363], [-0.0023, -0.0152, 0.0012], [0.0294, -0.0464, -0.0006], [0.0039, 0.0047, 0.0054], [-0.0089, -0.0004, -0.0053], [0.0086, -0.0134, -0.0002], [0.0413, -0.0606, -0.0171], [-0.0022, 0.0157, 0.0056], [0.0084, -0.0188, -0.0336], [-0.0045, 0.0125, -0.0115], [0.0140, -0.0010, -0.0034], [-0.0019, -0.0129, -0.0052], [-0.0054, -0.0012, 0.0090], [0.0056, 0.0098, -0.0063], [-0.0103, -0.0073, -0.0057], [0.0050, 0.0083, -0.0045], [0.0461, -0.0079, -0.0433], [-0.0176, 0.0017, -0.0144], [0.0034, 0.0033, 0.0005], [-0.0068, 0.0036, -0.0085], [0.0009, 0.0009, -0.0025], [0.0045, -0.0021, -0.0012], [0.0018, -0.0013, 0.0017], [0.0042, -0.0123, 0.0114], [-0.0070, -0.0005, 0.0030], [-0.0011, 0.0011, -0.0013], [-0.0391, -0.0158, -0.0224], [0.0009, -0.0019, 0.0013], [0.0010, 0.0045, -0.0050], [-0.0124, -0.0035, 0.0172], [-0.0132, 0.0484, -0.0157], [0.0519, 0.0135, -0.0518], [0.2102, 0.0374, 0.2489], [-0.0023, 0.0014, 0.0018], [-0.0019, 0.0006, -0.0013], [0.0002, 0.0015, -0.0039], [-0.0129, -0.0167, -0.0170]],
  "mulliken_spin": [4.402, 0.000, 0.000, 0.001, 0.002, -0.001, 0.007, 0.125, 0.000, 0.002, -0.005, 0.036, 0.187, 0.000, 0.003, 0.000, 0.005, 0.001, 0.013, 0.032, -0.002, -0.002, 0.011, 0.002, 0.001, 0.002, -0.001, 0.001, -0.001, -0.001, 0.000, 0.000, 0.046, 0.035, 0.011, 0.002, 0.000, 0.000, 0.000, -0.001, 0.002, 0.000, -0.001, 0.005, 0.005, -0.002, 0.000, 0.000, 0.000, 0.000, 0.002, 0.000, 0.000, 0.000, 0.000, 0.000, -0.001, 0.000, 0.000, 0.000, 0.000, 0.000, 0.000, 0.000, -0.001, 0.001, 0.001, -0.001, 0.000, 0.000, 0.000, 0.000, 0.000, 0.002, 0.005, 0.000, 0.003, -0.001, 0.003, 0.003, 0.065, 0.000, 0.000, 0.000, -0.005]
}

{
  "formula": "C2H5BaO",
  "method": "ωB97M-V with the def2-TZVPD basis set",
  "total_charge": -1,
  "e_homo_ev": -1.09,
  "symbols": ["C", "C", "H", "H", "H", "H", "Ba", "O", "H"],
  "coordinates": [[-0.27979, 0.06253, 0.55363], [1.11868, -0.45233, 0.26688], [-0.91442, -0.73238, 0.98837], [-0.24838, 1.05664, 1.03692], [1.23331, -1.49990, 0.58551], [1.89512, 0.16975, 0.73787], [-2.68151, 1.39450, -2.26495], [-0.70183, 0.25588, -0.83126], [0.57883, -0.25470, -1.07297]],
  "forces_ev_per_a": [[0.2668, -0.0297, -1.9313], [-0.3318, -0.2096, -0.7990], [0.0199, 0.7961, 0.4032], [-0.4647, -0.6356, 0.3883], [0.2033, 0.1809, -0.1427], [0.0804, -0.1873, -0.4263], [0.8809, -0.5137, 0.6461], [-1.8911, 0.7770, -0.3766], [1.2363, -0.1782, 2.2381]],
  "lowdin_charge": [-0.461, -0.195, 0.076, 0.074, 0.005, 0.008, 0.078, -0.729, 0.143]
}

Number 1: electronic energy -1074.6874 Ha. Number 2: electronic energy -1173.4718 Ha. Number 3: electronic energy -248.5104 Ha. Number 4: electronic energy -6494.4695 Ha. Number 5: electronic energy -179.8050 Ha.